Entry from the Open Molecules 2025 dataset: C23H41AuClP2 as an isolated structure at a distorted geometry (wB97M-V/def2-TZVPD).

Each line ends with the Löwdin spin population.
Atoms and positions in Å:
Au -0.056 -1.084 -2.322  -0.004
C -0.859 -1.998 3.295  0.022
C 0.453 -2.295 2.817  0.301
C 0.646 -0.641 4.385  0.187
C -0.726 -0.990 4.286  0.245
C 1.375 -1.414 3.446  0.057
C -2.134 -2.640 2.923  -0.010
H -2.025 -3.228 2.002  0.000
H -2.930 -1.888 2.787  -0.002
H -2.478 -3.326 3.718  -0.003
C -1.808 -0.383 5.089  0.041
H -2.801 -0.672 4.735  0.000
H -1.754 0.715 5.067  0.010
H -1.749 -0.688 6.142  0.014
C 1.212 0.335 5.339  0.028
H 1.152 -0.003 6.383  0.010
H 0.666 1.284 5.280  0.007
H 2.266 0.543 5.134  0.000
C 2.844 -1.415 3.283  -0.001
H 3.356 -1.968 4.090  0.000
H 3.218 -0.382 3.311  0.000
H 3.141 -1.873 2.330  0.000
C 0.806 -3.359 1.855  0.057
H 1.017 -4.288 2.396  0.022
H 1.714 -3.128 1.292  0.004
H 0.017 -3.586 1.130  0.005
C -1.398 1.120 -3.469  0.102
C -1.450 -0.308 -3.662  -0.019
C -0.930 -0.910 -4.989  0.009
C 0.565 -0.490 -5.114  0.006
C 1.155 -0.242 -3.717  0.006
C 1.478 1.096 -3.053  -0.002
C 0.859 2.317 -3.712  0.005
C -0.559 2.052 -4.292  0.015
H -1.582 -0.657 -5.850  0.001
H 0.706 0.339 -5.821  0.001
H -0.907 -2.009 -4.912  0.001
H -0.496 1.744 -5.349  0.003
H -2.364 1.565 -3.148  0.007
H -2.373 -0.745 -3.249  -0.001
H -1.103 3.012 -4.333  0.000
H 0.830 3.173 -3.015  0.000
H 2.571 1.254 -2.996  0.001
H 1.522 2.626 -4.546  0.000
H 1.161 -1.330 -5.522  0.000
H 1.962 -0.954 -3.539  -0.004
P -1.768 1.189 0.232  0.025
C -3.347 1.930 -0.138  0.009
C -2.048 -0.580 0.062  0.003
P 1.424 1.100 -1.040  0.399
C -0.480 1.817 -0.862  0.217
C 3.042 0.157 -0.984  0.154
C 2.029 2.466 0.030  0.015
H -3.489 2.824 0.469  0.000
H -4.128 1.190 0.082  0.001
H -3.384 2.187 -1.205  0.001
H -1.137 -1.102 -0.283  0.001
H -2.828 -0.750 -0.703  0.000
H -2.341 -1.058 1.000  0.000
H 2.258 3.332 -0.597  0.004
H 2.921 2.164 0.593  0.000
H 1.258 2.731 0.765  0.002
H -0.325 2.883 -0.600  0.012
H -0.850 1.704 -1.930  0.009
H 3.456 0.061 0.030  0.000
H 3.784 0.713 -1.583  0.022
H 2.976 -0.851 -1.400  -0.002
Cl -1.235 1.611 2.155  0.005

For the highest occupied orbital energy (alpha / beta), the calculation gives -0.3393 / -0.3458 Ha. For the HOMO-LUMO gap (alpha / beta), the calculation gives 5.990 / 5.995 eV. Its maximum force is 4.4 eV Å⁻¹. As for the charge: +1. Its spin multiplicity is 3. The energy above the lowest of the compared OMol25 structures with the same formula, charge and spin is 61.6 kcal/mol. Its total energy is -59295.20549 eV.